[1]
C23H45N2OP2Y | ωB97M-V/def2-TZVPD

Structure (XYZ):
```
74
Properties=species:S:1:pos:R:3:forces:R:3:lowdin_charge:R:1
Y -0.908 -0.028 -0.681 -0.012 0.194 0.168 1.018
P -0.045 -2.661 -0.949 -0.158 -1.075 -0.665 0.983
P 0.094 2.523 -0.787 -0.438 0.990 -0.369 0.988
N -0.089 0.030 -2.697 0.042 0.024 0.853 -0.309
C 0.070 -2.528 -2.801 -0.176 0.105 -0.251 -0.294
H 0.850 -3.239 -3.118 -0.400 0.153 -0.001 0.098
H -0.879 -2.867 -3.246 0.274 0.057 0.284 0.080
C 0.419 -1.147 -3.399 0.409 0.057 -0.454 -0.306
H 1.521 -1.060 -3.489 -0.318 -0.028 0.101 0.121
H 0.046 -1.137 -4.443 0.175 -0.057 0.340 0.130
C 0.429 1.237 -3.352 0.345 -0.115 -0.409 -0.298
H 0.016 1.303 -4.381 0.174 0.024 0.389 0.131
H 1.523 1.123 -3.492 -0.326 0.005 0.116 0.121
C 0.155 2.581 -2.641 -0.084 -0.082 -0.221 -0.283
H -0.783 3.008 -3.031 0.311 -0.094 0.281 0.081
H 0.968 3.281 -2.899 -0.409 -0.149 -0.044 0.100
C 1.537 3.502 -0.220 0.449 -0.260 0.124 -0.532
C 1.900 3.193 1.237 0.165 -0.031 0.151 -0.101
H 2.780 3.789 1.511 -0.210 -0.146 -0.011 0.099
H 2.161 2.139 1.378 -0.086 0.171 0.028 0.049
H 1.094 3.443 1.937 0.180 -0.037 -0.167 0.073
C -1.470 3.449 -0.351 0.224 -0.174 -0.062 -0.545
C -1.597 3.618 1.170 -0.298 0.038 0.133 -0.101
H -2.629 3.916 1.408 0.326 0.027 -0.033 0.098
H -0.923 4.391 1.565 -0.216 -0.249 -0.194 0.084
H -1.405 2.685 1.723 0.073 0.176 -0.117 0.052
C -1.547 -3.749 -0.663 0.060 0.375 -0.132 -0.539
C -1.656 -4.207 0.797 -0.271 -0.096 0.143 -0.101
H -2.644 -4.671 0.944 0.338 0.077 -0.015 0.099
H -1.595 -3.379 1.521 0.049 -0.213 -0.189 0.055
H -0.897 -4.953 1.066 -0.200 0.225 -0.127 0.080
C 1.460 -3.646 -0.518 0.332 0.369 0.141 -0.534
C 1.868 -3.525 0.956 0.114 -0.047 0.097 -0.101
H 2.765 -4.139 1.113 -0.235 0.169 0.056 0.098
H 1.095 -3.892 1.647 0.181 0.078 -0.197 0.077
H 2.135 -2.497 1.229 -0.114 -0.150 -0.018 0.050
C 1.387 -0.062 -0.257 5.710 -0.392 0.950 -0.161
O 2.547 -0.105 -0.130 -4.564 0.253 -0.737 0.125
C -1.683 4.757 -1.118 -0.360 0.223 -0.039 -0.091
H -0.968 5.536 -0.832 -0.321 -0.295 -0.074 0.066
H -1.624 4.619 -2.204 -0.031 0.102 0.282 0.072
H -2.692 5.133 -0.893 0.269 -0.076 -0.080 0.100
C -1.723 -4.911 -1.646 -0.240 -0.306 -0.050 -0.094
H -2.726 -5.339 -1.497 0.272 0.109 -0.053 0.100
H -1.660 -4.597 -2.694 -0.024 -0.132 0.281 0.071
H -0.997 -5.716 -1.483 -0.307 0.294 -0.048 0.069
C 1.401 -5.112 -0.951 0.188 -0.227 -0.079 -0.095
H 2.390 -5.565 -0.788 -0.226 0.166 -0.035 0.101
H 0.685 -5.691 -0.353 0.243 0.212 -0.169 0.075
H 1.168 -5.237 -2.016 -0.017 0.020 0.265 0.082
C 1.441 5.010 -0.457 0.180 0.232 -0.068 -0.093
H 0.704 5.483 0.205 0.222 -0.163 -0.150 0.075
H 2.413 5.465 -0.220 -0.198 -0.176 -0.058 0.100
H 1.214 5.269 -1.498 -0.033 -0.050 0.225 0.084
H 2.341 3.100 -0.860 -0.086 0.118 0.143 0.119
H 2.232 -3.133 -1.118 -0.098 -0.165 0.137 0.116
H -2.273 2.755 -0.677 0.058 0.102 0.027 0.093
H -2.381 -3.045 -0.853 0.080 -0.152 0.044 0.094
H -2.414 -0.064 -2.388 -0.663 -0.141 0.648 0.088
H -2.884 -0.150 -1.756 -0.137 0.075 -0.929 0.062
N -0.912 -0.730 1.856 -0.243 -0.194 -1.126 0.001
C -0.405 0.043 2.964 -0.075 0.095 0.353 -0.325
C 0.963 0.071 3.221 -0.017 0.194 0.266 -0.050
C 1.427 0.722 4.374 -0.263 0.025 -0.229 -0.053
C 0.523 1.367 5.226 0.115 -0.175 -0.162 -0.061
C -0.840 1.372 4.922 0.056 -0.003 -0.251 -0.054
C -1.315 0.715 3.781 0.448 0.050 0.264 -0.050
H -0.393 -1.605 1.714 -0.178 0.379 0.406 0.048
H -1.892 -0.982 2.001 0.316 -0.064 0.336 0.097
H 1.660 -0.415 2.532 -0.172 0.020 0.347 0.093
H 2.494 0.718 4.602 -0.348 0.022 -0.073 0.120
H 0.889 1.853 6.131 -0.156 -0.129 -0.301 0.119
H -1.539 1.887 5.578 0.135 -0.134 -0.144 0.118
H -2.379 0.701 3.542 0.200 -0.028 0.150 0.118
```
Positions in Å, forces in eV/Å.

**Charge**: +2
**LUMO level**: -0.2329 Ha
**HOMO energy**: -14.3 eV
**Frontier orbital gap**: 7.926 eV

---

[2]
C23H45N4O2P3Pb | ωB97M-V/def2-TZVPD

Structure (XYZ):
```
78
Properties=species:S:1:pos:R:3:forces:R:3:lowdin_charge:R:1
P 3.452 -0.416 -0.183 1.984 -0.595 -0.117 0.874
C 4.312 -0.704 1.400 -0.601 0.284 0.615 -0.220
H 4.986 -1.582 1.269 -0.382 0.718 0.200 0.082
H 3.506 -0.922 2.144 1.009 -0.046 -0.468 0.012
H 4.852 0.216 1.701 -0.167 -0.612 -0.149 0.078
C 3.768 -1.995 -1.034 -1.110 -0.465 -0.290 -0.258
H 3.428 -1.926 -2.083 0.416 -0.118 0.333 0.034
H 3.134 -2.764 -0.552 0.498 0.179 -0.202 0.058
H 4.832 -2.286 -0.962 -0.481 0.238 -0.122 0.086
C 4.482 0.769 -1.115 -0.693 0.616 -0.239 -0.247
H 5.509 0.390 -1.275 -0.473 0.136 0.201 0.090
H 4.479 1.740 -0.588 0.262 -0.431 -0.226 0.064
H 3.986 0.939 -2.089 0.424 -0.058 0.287 0.039
P -1.231 3.687 -0.818 0.011 0.171 -1.040 0.743
C -1.373 4.864 0.573 0.068 -0.621 0.091 -0.258
H -1.745 5.844 0.251 0.143 -0.210 0.178 0.070
H -0.385 4.926 1.046 -0.183 0.285 -0.103 0.045
H -2.040 4.395 1.309 -0.035 0.381 -0.121 0.044
C -0.083 4.543 -1.980 0.226 0.021 0.172 -0.297
H -0.012 3.971 -2.928 -0.168 0.364 0.325 0.019
H 0.930 4.555 -1.543 -0.341 0.279 -0.197 0.035
H -0.444 5.573 -2.173 0.411 -0.513 -0.051 0.070
C -2.780 3.928 -1.796 -0.047 -0.370 0.114 -0.283
H -2.930 4.999 -2.033 -0.103 -0.553 0.139 0.070
H -3.639 3.497 -1.255 0.191 0.453 -0.217 0.039
H -2.687 3.351 -2.739 -0.032 0.364 0.335 0.027
P -2.781 -1.867 -0.398 0.083 -1.508 -0.210 0.786
C -3.393 -2.233 1.261 0.174 0.467 0.298 -0.237
H -3.645 -3.298 1.317 -0.150 0.205 0.072 0.075
H -4.254 -1.589 1.463 -0.039 -0.260 0.081 0.068
H -2.599 -1.965 1.981 -0.546 -0.293 -0.398 0.006
C -4.205 -2.045 -1.524 0.045 0.658 -0.163 -0.241
H -4.691 -3.026 -1.357 0.141 0.549 -0.163 0.083
H -3.823 -1.955 -2.559 -0.313 -0.262 0.387 0.042
H -4.906 -1.205 -1.371 0.072 -0.512 -0.032 0.063
C -1.872 -3.406 -0.811 0.528 -0.044 -0.204 -0.271
H -2.587 -4.260 -0.782 0.625 0.391 -0.018 0.079
H -1.026 -3.554 -0.109 -0.563 -0.117 -0.318 0.038
H -1.433 -3.309 -1.828 -0.340 -0.262 0.501 0.026
Pb 0.044 0.013 -2.797 -0.149 0.843 5.471 1.452
C 1.419 1.721 -0.414 0.328 3.251 3.219 -0.141
O 1.588 2.488 0.448 -0.356 -3.095 -3.178 0.009
C -2.717 0.779 -0.448 -1.754 3.426 4.203 -0.123
O -3.080 1.319 0.540 1.667 -2.933 -4.405 -0.010
C -1.356 -0.093 -4.814 -0.521 -0.191 -0.815 -0.105
C -0.699 -1.341 -4.674 -0.454 -0.295 -1.634 -0.152
C 0.705 -1.400 -4.741 0.421 -1.157 -0.927 -0.118
C 1.469 -0.221 -4.798 0.110 0.379 -1.197 -0.128
C 0.815 1.036 -4.951 -0.042 -0.144 -0.256 -0.073
C -0.606 1.107 -4.886 0.232 -0.096 -1.097 -0.118
H -2.449 -0.074 -4.922 0.423 0.111 0.368 0.167
H -1.283 -2.262 -4.621 0.138 0.237 -0.070 0.155
H 1.206 -2.387 -4.836 -0.321 0.718 0.486 0.174
H 2.556 -0.282 -4.775 -0.181 0.085 -0.245 0.152
H 1.406 1.938 -5.104 -0.115 -0.086 0.204 0.161
H -1.116 2.068 -4.907 0.088 -0.102 -0.246 0.150
C -0.831 0.292 3.426 -0.479 0.020 0.124 -0.092
N -0.891 -1.099 2.862 1.411 0.543 0.815 -0.089
C -0.889 -2.095 3.987 -0.714 -0.263 0.136 -0.108
N 0.270 -1.946 4.882 0.156 2.654 -2.519 0.068
C 0.203 -0.553 5.428 -0.051 0.445 2.442 -0.081
N 0.319 0.451 4.346 -0.147 -2.832 -1.039 0.051
C 1.564 0.210 3.599 0.572 0.181 -0.081 -0.117
N 1.569 -1.134 2.944 -1.128 0.218 0.854 -0.098
C 0.364 -1.269 2.100 -0.240 -0.160 0.139 -0.180
C 1.501 -2.111 4.068 0.442 -0.381 0.360 -0.089
H -1.764 0.511 3.966 0.339 -0.036 -0.173 0.155
H -0.695 0.993 2.585 -0.216 -0.231 0.372 0.135
H -0.832 -3.108 3.559 -0.296 0.324 0.106 0.152
H -1.801 -1.964 4.598 0.343 -0.183 -0.444 0.158
H 1.022 -0.418 6.151 -0.355 0.012 -0.258 0.162
H -0.777 -0.427 5.923 0.593 -0.044 -0.110 0.160
H 1.670 0.978 2.819 -0.013 -0.123 0.308 0.130
H 2.417 0.243 4.298 -0.360 0.181 -0.347 0.155
H 0.342 -2.271 1.647 0.197 0.277 0.039 0.129
H 0.381 -0.495 1.312 0.107 -0.388 0.244 0.106
H 2.379 -1.953 4.722 -0.414 -0.275 -0.355 0.157
H 1.483 -3.126 3.649 0.194 0.203 0.226 0.153
```
Positions in Å, forces in eV/Å.

**Charge**: +4
**LUMO level (spin up / spin down)**: -0.5154 / -0.5460 Ha
**HOMO energy (spin up / spin down)**: -18.0 / -17.3 eV
**Frontier orbital gap (spin up / spin down)**: 3.925 / 2.421 eV